# 1
DFT (wB97M-V/def2-TZVPD) results for a structure of composition C40H37BN10O2SY.

Properties
ΔE to the lowest compared entry with this formula, charge and spin: 94.3 kJ/mol
E_tot: -2705.84825 hartree
Kohn-Sham gap: 7.1 eV
HOMO: -10.23 eV

```
! wB97M-V def2-TZVPD RIJCOSX def2/J DEFGRID3
* xyz 1 1
Y 12.31 11.15 14.45
C 11.55 15.10 15.88
C 12.11 14.58 14.62
C 11.74 14.92 13.31
C 12.52 14.06 12.51
N 13.22 13.18 13.23
N 13.08 13.59 14.61
B 14.25 13.34 15.65
N 15.21 12.26 15.03
N 14.74 11.19 14.24
C 15.73 10.87 13.35
C 16.83 11.73 13.61
C 16.48 12.58 14.68
C 17.28 13.62 15.33
C 15.67 9.92 12.26
C 16.76 9.65 11.42
C 16.63 9.07 10.18
C 15.43 8.61 9.72
C 14.27 8.94 10.47
C 14.40 9.66 11.66
N 13.52 12.73 16.96
N 12.53 11.71 16.82
C 12.20 11.36 18.11
C 13.08 12.01 19.04
C 13.94 12.83 18.26
C 15.03 13.79 18.72
C 11.21 10.36 18.40
C 10.86 9.35 17.52
C 9.72 8.60 17.68
C 8.90 8.84 18.80
C 9.28 9.80 19.73
C 10.45 10.56 19.49
C 12.59 14.18 11.07
C 13.38 13.23 10.41
C 13.52 13.23 9.02
C 12.80 14.17 8.30
C 12.08 15.21 8.90
C 11.98 15.18 10.28
H 10.55 15.55 15.85
H 11.58 14.25 16.59
H 12.11 15.90 16.29
H 11.03 15.63 12.91
H 14.68 14.44 15.95
H 17.79 11.68 13.07
H 18.02 14.00 14.58
H 16.63 14.45 15.63
H 17.84 13.21 16.19
H 17.73 10.04 11.68
H 17.53 8.90 9.59
H 15.29 7.97 8.86
H 13.31 8.51 10.27
H 13.59 10.22 12.15
H 13.08 11.86 20.12
H 15.98 13.27 18.73
H 15.10 14.62 17.94
H 14.78 14.21 19.71
H 11.58 9.14 16.75
H 9.51 7.89 16.93
H 7.99 8.19 19.02
H 8.56 10.05 20.63
H 10.70 11.34 20.22
H 13.92 12.45 11.01
H 14.14 12.50 8.52
H 12.81 14.14 7.25
H 11.55 16.05 8.39
H 11.42 15.93 10.80
N 7.90 12.97 8.43
C 8.30 12.47 9.65
C 8.80 11.16 9.72
C 8.94 10.62 11.00
C 8.77 11.39 12.15
C 8.50 12.74 12.08
C 8.14 13.26 10.83
S 9.46 10.78 13.68
O 10.07 11.91 14.45
O 8.50 9.93 14.31
N 10.77 10.13 13.05
C 11.27 8.89 13.26
N 10.85 7.85 12.61
C 11.41 6.71 12.95
C 12.37 6.56 13.99
C 12.84 7.69 14.60
N 12.24 8.90 14.27
H 7.72 12.31 7.65
H 7.32 13.80 8.41
H 9.20 10.60 8.87
H 9.25 9.55 11.08
H 8.60 13.30 13.00
H 7.85 14.29 10.64
H 10.94 5.86 12.42
H 12.63 5.55 14.26
H 13.67 7.76 15.34
*
```

Löwdin population analysis, charges in e, atoms 1 to 2:
1. Y 1.5925
2. C -0.0010

---

# 2
DFT (wB97M-V/def2-TZVPD) results for the ion C7H10NOS with charge +1.

Properties
ΔE to the lowest compared entry with this formula, charge and spin: 121.0 kJ/mol
E_tot: -800.49776 hartree
Kohn-Sham gap (spin up / spin down): 6.9 / 5.7 eV
HOMO (spin up / spin down): -10.54 / -13.63 eV

```
! wB97M-V def2-TZVPD RIJCOSX def2/J DEFGRID3
* xyz 1 3
C -2.70 0.33 -0.76
C -2.82 -0.71 0.30
C -1.63 1.18 -0.81
C -1.78 -0.78 1.16
C 2.57 -0.37 -0.16
C 2.05 0.54 0.95
C -0.58 0.92 0.17
N 1.39 -0.79 -0.94
O -0.76 0.05 1.14
S 0.92 1.71 0.11
H -3.52 0.54 -1.38
H -3.75 -1.31 0.29
H -1.40 1.95 -1.47
H -1.69 -1.56 1.83
H 3.40 0.15 -0.67
H 3.02 -1.28 0.31
H 1.54 0.01 1.75
H 2.95 1.11 1.18
H 1.05 -0.07 -1.53
H 1.73 -1.62 -1.45
*
```

Löwdin population analysis, charges in e, atoms 1 to 2:
1. C -0.0231
2. C 0.0607

---

# 3
DFT (wB97M-V/def2-TZVPD) results for a cluster of 2 separate species, C30H34N2O3S in total.

Properties
ΔE to the lowest compared entry with this formula, charge and spin: 446.6 kJ/mol
E_tot: -1896.90560 hartree
Kohn-Sham gap: 3.7 eV
HOMO: -5.70 eV

```
! wB97M-V def2-TZVPD RIJCOSX def2/J DEFGRID3
* xyz 0 1
C 2.83 -2.26 -0.57
N 2.10 -1.77 0.57
C 2.78 -1.49 1.73
O 3.96 -1.74 1.95
C 1.82 -0.78 2.67
C 2.26 0.66 2.91
C 2.44 1.41 1.61
C 3.65 1.31 0.91
C 3.81 1.95 -0.32
C 2.77 2.73 -0.84
C 1.58 2.87 -0.13
C 1.43 2.23 1.11
N 0.54 -0.89 1.95
C -0.53 -0.21 2.38
C -1.68 0.02 1.61
C -2.94 0.08 2.21
C -4.18 -0.07 1.51
C -5.36 -0.39 2.24
C -6.55 -0.66 1.58
C -6.62 -0.59 0.18
C -5.47 -0.26 -0.55
C -4.26 0.00 0.09
C 0.65 -1.63 0.67
C -0.11 -3.02 0.55
C 0.48 -3.99 1.58
C 0.05 -3.55 -0.87
C -1.60 -2.88 0.80
H 3.83 -1.81 -0.56
H 2.95 -3.35 -0.53
H 2.32 -1.98 -1.49
H 1.76 -1.36 3.61
H 1.53 1.16 3.56
H 3.22 0.60 3.44
H 4.46 0.70 1.32
H 4.76 1.84 -0.86
H 2.90 3.23 -1.80
H 0.76 3.47 -0.52
H 0.51 2.35 1.69
H -0.47 0.16 3.41
H -1.59 0.15 0.53
H -2.98 0.08 3.29
H -5.29 -0.46 3.33
H -7.44 -0.92 2.16
H -7.56 -0.79 -0.33
H -5.52 -0.19 -1.64
H -3.37 0.25 -0.49
H 0.30 -0.98 -0.16
H 0.35 -3.60 2.60
H -0.05 -4.95 1.52
H 1.54 -4.18 1.41
H -0.22 -2.77 -1.60
H 1.06 -3.90 -1.08
H -0.63 -4.40 -1.03
H -2.06 -2.17 0.10
H -2.08 -3.86 0.64
H -1.82 -2.59 1.83
C -7.34 2.14 7.03
C -6.74 3.39 6.82
C -5.39 3.45 6.45
C -4.67 2.27 6.27
S -2.87 2.35 5.80
O -2.16 2.16 7.06
O -2.62 1.32 4.79
C -5.24 1.04 6.50
C -6.59 0.96 6.87
H -8.39 2.08 7.33
H -7.32 4.30 6.94
H -4.89 4.41 6.30
H -4.64 0.13 6.40
H -7.05 -0.02 7.03
*
```

Löwdin population analysis, charges in e, atoms 1 to 2:
1. C -0.0221
2. N -0.0265

---

# 4
DFT (wB97M-V/def2-TZVPD) results for an isolated molecule of C3H5NO2.

Properties
ΔE to the lowest compared entry with this formula, charge and spin: 182.9 kJ/mol
E_tot: -322.50465 hartree
Kohn-Sham gap: 10.7 eV
HOMO: -9.88 eV

```
! wB97M-V def2-TZVPD RIJCOSX def2/J DEFGRID3
* xyz 0 1
H -1.57 0.33 2.01
N -0.71 0.26 1.47
C -0.68 1.12 0.55
O 0.29 1.16 -0.40
C 1.05 -0.04 -0.59
C 0.12 -1.25 -0.62
O 0.21 -2.20 0.10
H -1.41 1.90 0.33
H 1.85 -0.17 0.15
H 1.50 0.08 -1.59
H -0.66 -1.18 -1.41
*
```

Löwdin population analysis, charges in e, atoms 1 to 2:
1. H 0.0674
2. N 0.1386

---

# 5
DFT (wB97M-V/def2-TZVPD) results for an isolated molecule of C19H23N3S.

Properties
ΔE to the lowest compared entry with this formula, charge and spin: 187.4 kJ/mol
E_tot: -1300.21062 hartree
Kohn-Sham gap: 7.9 eV
HOMO: -7.11 eV

```
! wB97M-V def2-TZVPD RIJCOSX def2/J DEFGRID3
* xyz 0 1
C 7.82 2.14 0.53
S 7.74 0.45 -0.14
C 6.01 0.09 -0.20
C 5.02 0.95 0.24
C 3.69 0.58 0.16
C 3.32 -0.67 -0.36
C 1.94 -1.07 -0.45
N 1.01 -0.29 -0.03
N -0.28 -0.55 -0.13
C -1.15 0.27 0.69
C -1.96 -0.63 1.62
N -2.81 -1.56 0.89
C -4.24 -1.26 0.93
C -4.65 0.00 0.22
C -5.00 -0.03 -1.13
C -5.30 1.14 -1.81
C -5.27 2.36 -1.15
C -4.95 2.40 0.20
C -4.65 1.23 0.88
C -2.33 -1.82 -0.46
C -0.81 -1.86 -0.49
C 4.34 -1.53 -0.79
C 5.66 -1.16 -0.71
H 8.87 2.39 0.55
H 7.29 2.82 -0.13
H 7.41 2.16 1.53
H 5.26 1.92 0.65
H 2.91 1.24 0.50
H 1.75 -2.05 -0.89
H -1.82 0.85 0.05
H -0.52 0.96 1.25
H -1.26 -1.23 2.23
H -2.56 -0.03 2.30
H -4.53 -1.21 1.99
H -4.75 -2.12 0.48
H -5.04 -0.97 -1.65
H -5.56 1.10 -2.85
H -5.50 3.27 -1.68
H -4.94 3.34 0.73
H -4.41 1.27 1.93
H -2.72 -2.79 -0.77
H -2.66 -1.06 -1.18
H -0.47 -2.11 -1.50
H -0.43 -2.63 0.20
H 4.08 -2.49 -1.20
H 6.44 -1.82 -1.05
*
```

Löwdin population analysis, charges in e, atoms 1 to 2:
1. C -0.4059
2. S 0.8765

---

# 6
DFT (wB97M-V/def2-TZVPD) results for an isolated molecule of CH3F2NO4S2.

Properties
ΔE to the lowest compared entry with this formula, charge and spin: 316.6 kJ/mol
E_tot: -1391.53465 hartree
Kohn-Sham gap: 11.3 eV
HOMO: -10.79 eV

```
! wB97M-V def2-TZVPD RIJCOSX def2/J DEFGRID3
* xyz 0 1
C -0.38 1.81 0.27
N -0.34 -1.38 -0.53
O -2.83 1.25 1.32
O -0.87 -0.13 1.74
O -1.29 -0.41 -0.72
O -0.04 1.14 -2.25
F -1.03 2.02 2.72
F -2.34 1.39 -1.59
S -1.43 1.10 1.47
S -0.83 1.04 -1.06
H -0.36 2.83 0.09
H -0.72 -2.40 -0.62
H 0.01 -1.18 0.44
*
```

Löwdin population analysis, charges in e, atoms 1 to 2:
1. C -0.3034
2. N 0.0149

---

> What is the formula in the sixth record?

CH3F2NO4S2